# C10H9N2O5Zn

A structure of composition C10H9N2O5Zn (the ωB97M-V functional and the def2-TZVPD basis, the Open Molecules 2025 dataset).

## Properties
- Energy relative to the best compared isomer or geometry (same formula, charge and spin): 4.4049 eV
- Net charge: +1
- HOMO energy (alpha / beta): -11.174 / -9.267 eV

Geometry as XYZ:
```
27
Properties=species:S:1:pos:R:3:nbo_charge:R:1
O -0.060 2.190 -0.459 -0.57
C 0.996 1.619 -0.107 -0.37
Zn 1.321 0.026 0.839 1.49
O 3.020 2.270 -1.437 -0.39
C 2.222 2.036 -0.602 0.56
C 3.040 -0.943 1.134 0.40
O 4.040 -1.493 1.315 -0.32
C 0.648 4.239 1.366 0.32
O 0.171 3.506 2.121 -0.44
C 3.328 1.662 1.968 0.45
O 4.340 1.810 2.475 -0.43
H 0.833 5.014 0.717 0.20
C -2.512 -1.139 -2.923 -0.66
C -1.859 -1.229 -1.603 0.24
C -2.110 -2.008 -0.470 -0.34
C -1.127 -1.670 0.483 0.21
N -0.281 -0.783 -0.074 -0.52
N -0.771 -0.505 -1.317 -0.32
C -0.983 -2.114 1.884 -0.65
H -2.441 -2.093 -3.462 0.25
H -3.578 -0.896 -2.829 0.26
H -2.041 -0.367 -3.544 0.23
H -2.911 -2.714 -0.347 0.25
H -0.440 0.272 -1.881 0.44
H -1.965 -2.141 2.376 0.27
H -0.547 -3.123 1.925 0.25
H -0.332 -1.426 2.450 0.19
```

=====

# C10H9NO2

An isolated molecule of C10H9NO2 (the ωB97M-V functional and the def2-TZVPD basis, the Open Molecules 2025 dataset).

## Properties
- Energy relative to the best compared isomer or geometry (same formula, charge and spin): 2.6027 eV
- HOMO energy: -9.658 eV
- SMILES string: CN1C(=O)Cc2ccccc2C1=O

Geometry as XYZ:
```
22
Properties=species:S:1:pos:R:3:nbo_charge:R:1
C -2.972 0.769 0.057 -0.46
N -1.677 0.258 -0.033 -0.48
C -1.615 -1.072 -0.058 0.67
O -2.656 -1.702 -0.165 -0.61
C -0.319 -1.616 0.142 -0.54
C 0.909 -0.788 0.064 0.04
C 2.204 -1.473 0.058 -0.22
C 3.331 -0.664 -0.196 -0.15
C 3.111 0.830 0.073 -0.23
C 1.907 1.399 0.004 -0.14
C 0.734 0.589 0.111 -0.19
C -0.623 1.187 0.073 0.69
O -1.004 2.314 -0.028 -0.55
H -3.071 2.008 -0.263 0.26
H -3.659 0.278 0.858 0.24
H -3.430 0.336 -0.851 0.22
H -0.579 -2.398 -0.655 0.28
H -0.440 -2.035 1.218 0.27
H 2.303 -2.571 0.287 0.23
H 4.233 -1.208 -0.416 0.22
H 3.829 1.487 -0.436 0.22
H 1.823 2.438 0.062 0.23
```

=====

# C10H9NO3

A structure of composition C10H9NO3 (the ωB97M-V functional and the def2-TZVPD basis, the Open Molecules 2025 dataset).

## Properties
- Energy relative to the best compared isomer or geometry (same formula, charge and spin): 5.2621 eV
- HOMO energy: -8.790 eV

Geometry as XYZ:
```
23
Properties=species:S:1:pos:R:3:nbo_charge:R:1
C 0.057 -2.700 1.588 -0.21
C -1.174 -2.363 0.931 -0.19
C 1.144 -1.956 1.225 -0.20
C -1.244 -1.367 -0.075 -0.20
C 1.104 -0.992 0.260 -0.22
C -0.031 -0.666 -0.448 -0.09
C -0.216 2.893 1.337 -0.24
C 0.125 2.292 0.208 -0.40
C -0.877 1.901 -0.710 0.67
C -0.259 0.275 -1.551 -0.23
N 0.946 0.685 -2.306 0.50
O 0.879 0.483 -3.513 -0.36
O -1.896 2.294 -1.098 -0.46
O 2.018 0.999 -1.746 -0.42
H 0.108 -3.547 2.237 0.22
H -2.060 -2.823 1.134 0.21
H 2.121 -2.063 1.670 0.21
H -2.145 -1.181 -0.662 0.21
H 2.142 -0.634 0.010 0.24
H 0.516 3.262 2.135 0.22
H -1.268 3.267 1.537 0.21
H 1.128 2.017 0.074 0.27
H -1.115 -0.076 -2.236 0.26
```

=====

# C10H9O2

A structure of composition C10H9O2 (the ωB97M-V functional and the def2-TZVPD basis, the Open Molecules 2025 dataset).

## Properties
- Energy relative to the best compared isomer or geometry (same formula, charge and spin): 3.0801 eV
- Net charge: +1
- HOMO energy (alpha / beta): -11.983 / -11.967 eV

Geometry as XYZ:
```
21
Properties=species:S:1:pos:R:3:nbo_charge:R:1
C 1.831 -1.099 3.145 -0.32
C 2.125 -0.714 1.883 -0.06
C 0.503 -1.452 3.179 0.31
C 0.845 -0.653 1.181 0.07
C 0.792 0.728 -2.197 0.19
C 0.466 -0.123 0.019 0.49
C -0.548 0.732 -2.007 -0.14
C -0.764 0.229 -0.614 -0.16
C -1.899 -0.108 -0.015 -0.17
C -1.611 1.354 -2.892 -0.62
O -0.080 -1.253 2.039 -0.34
O 1.584 0.216 -1.342 -0.42
H 2.492 -1.132 4.039 0.28
H 3.181 -0.491 1.572 0.29
H 0.006 -1.968 3.916 0.23
H 1.337 1.205 -3.117 0.24
H -2.663 0.017 -0.682 0.22
H -2.015 -0.223 1.011 0.22
H -2.044 2.085 -2.221 0.22
H -2.373 0.736 -3.290 0.23
H -1.163 1.914 -3.607 0.24
```

=====

# C10HF5IrN9O4S

A structure of composition C10HF5IrN9O4S (the ωB97M-V functional and the def2-TZVPD basis, the Open Molecules 2025 dataset).

## Properties
- Energy relative to the best compared isomer or geometry (same formula, charge and spin): 0.0606 eV
- Net charge: -2
- HOMO energy: -2.351 eV

Geometry as XYZ:
```
31
Properties=species:S:1:pos:R:3:nbo_charge:R:1
Ir 0.240 0.059 0.935 1.18
O 3.588 1.594 -0.721 -0.62
C 2.457 1.403 -0.335 0.68
O 2.106 0.862 0.803 -0.76
C 1.225 1.798 -1.180 0.66
O 1.261 2.755 -1.930 -0.65
O 0.230 0.998 -0.969 -0.75
N -2.146 -2.273 0.140 -0.59
C -2.575 -1.107 0.712 0.45
N -3.825 -0.857 1.055 -0.41
N -3.779 0.404 1.548 -0.12
N -2.583 0.871 1.505 -0.11
N -1.783 -0.073 0.961 -0.39
C -0.824 -2.591 -0.019 0.45
N -0.400 -3.712 -0.565 -0.40
N 0.952 -3.614 -0.521 -0.11
N 1.316 -2.506 0.009 -0.10
N 0.200 -1.825 0.356 -0.32
H -2.827 -2.982 -0.062 0.42
F -4.857 -1.171 5.532 -0.31
C -3.660 -0.871 5.007 0.25
C -2.943 -1.827 4.316 0.30
F -3.447 -3.061 4.177 -0.31
C -1.702 -1.513 3.793 0.31
F -1.049 -2.475 3.135 -0.30
C -1.132 -0.251 3.929 -0.26
S 0.450 0.155 3.263 -0.16
C -1.871 0.675 4.655 0.33
F -1.379 1.898 4.885 -0.30
C -3.115 0.383 5.182 0.26
F -3.791 1.308 5.883 -0.31
```

=====

# C112H64O16

A cluster of 8 separate species, C112H64O16 in total (the ωB97M-V functional and the def2-TZVPD basis, the Open Molecules 2025 dataset).

## Properties
- Energy relative to the best compared isomer or geometry (same formula, charge and spin): 0.4130 eV
- HOMO energy: -9.287 eV
- SMILES string: O=C1c2ccccc2C(=O)c2ccccc21.O=C1c2ccccc2C(=O)c2ccccc21.O=C1c2ccccc2C(=O)c2ccccc21.O=C1c2ccccc2C(=O)c2ccccc21.O=C1c2ccccc2C(=O)c2ccccc21.O=C1c2ccccc2C(=O)c2ccccc21.O=C1c2ccccc2C(=O)c2ccccc21.O=C1c2ccccc2C(=O)c2ccccc21

Geometry as XYZ:
```
192
Properties=species:S:1:pos:R:3:lowdin_charge:R:1
O 2.130 -2.939 -6.135 0.10
C 1.577 -3.281 -7.171 -0.28
C 0.330 -4.026 -7.080 -0.06
C -0.266 -4.339 -5.842 0.01
C -1.518 -4.960 -5.818 -0.06
C -2.142 -5.334 -6.970 -0.08
C -1.593 -5.068 -8.181 -0.01
C -0.429 -4.335 -8.237 -0.09
C 0.079 -4.042 -9.571 -0.30
O -0.506 -4.423 -10.555 0.11
C 1.346 -3.267 -9.629 -0.07
C 1.829 -3.020 -10.919 -0.01
C 3.009 -2.359 -11.012 -0.07
C 3.713 -1.961 -9.867 -0.05
C 3.254 -2.269 -8.605 -0.02
C 2.099 -2.939 -8.513 -0.11
H 0.232 -4.129 -4.934 0.09
H -1.954 -5.255 -4.857 0.12
H -3.096 -5.863 -6.964 0.12
H -2.153 -5.055 -9.136 0.14
H 1.224 -3.309 -11.786 0.13
H 3.434 -2.141 -12.033 0.13
H 4.699 -1.476 -9.911 0.12
H 3.887 -2.048 -7.732 0.14
O -0.994 -4.115 11.118 0.11
C -0.411 -3.523 10.244 -0.27
C -0.631 -2.065 9.921 -0.07
C -1.725 -1.362 10.461 -0.01
C -1.983 -0.115 9.976 -0.06
C -1.054 0.547 9.145 -0.05
C 0.017 -0.145 8.648 -0.03
C 0.227 -1.470 8.993 -0.08
C 1.408 -2.174 8.370 -0.27
O 2.186 -1.550 7.660 0.08
C 1.591 -3.603 8.665 -0.08
C 2.530 -4.376 7.964 0.00
C 2.660 -5.730 8.163 -0.08
C 1.851 -6.362 9.082 -0.02
C 0.758 -5.615 9.718 0.02
C 0.641 -4.283 9.462 -0.10
H -2.379 -1.910 11.150 0.13
H -2.808 0.513 10.362 0.12
H -1.037 1.630 9.008 0.12
H 0.614 0.302 7.905 0.10
H 2.956 -3.879 7.093 0.12
H 3.247 -6.286 7.453 0.11
H 1.834 -7.451 9.092 0.10
H -0.025 -6.105 10.315 0.13
O 4.210 2.104 -7.972 0.07
C 4.711 3.079 -7.387 -0.24
C 5.642 4.001 -8.100 -0.10
C 5.877 3.804 -9.451 -0.02
C 6.794 4.580 -10.120 -0.06
C 7.516 5.587 -9.440 -0.06
C 7.166 5.880 -8.146 0.01
C 6.168 5.103 -7.454 -0.06
C 5.926 5.276 -5.983 -0.27
O 6.628 5.998 -5.305 0.11
C 4.871 4.465 -5.296 -0.08
C 4.642 4.580 -3.951 -0.01
C 3.776 3.695 -3.307 -0.03
C 3.077 2.737 -4.052 -0.05
C 3.387 2.516 -5.366 -0.01
C 4.327 3.336 -5.963 -0.08
H 5.565 2.848 -9.869 0.12
H 7.183 4.206 -11.079 0.11
H 8.202 6.185 -10.004 0.10
H 7.692 6.687 -7.644 0.12
H 5.201 5.204 -3.290 0.12
H 3.575 3.849 -2.255 0.10
H 2.249 2.220 -3.594 0.09
H 2.960 1.688 -5.924 0.12
O -6.734 2.739 1.140 0.10
C -6.598 1.740 1.829 -0.25
C -5.340 1.407 2.533 -0.08
C -4.226 2.247 2.444 0.00
C -3.123 1.954 3.240 -0.03
C -3.111 0.840 4.127 -0.03
C -4.197 -0.043 4.139 0.01
C -5.333 0.271 3.378 -0.07
C -6.466 -0.684 3.419 -0.26
O -6.385 -1.723 4.092 0.07
C -7.689 -0.420 2.585 -0.10
C -8.690 -1.409 2.597 -0.03
C -9.814 -1.239 1.854 -0.07
C -9.929 -0.065 1.058 -0.03
C -8.934 0.931 1.143 0.00
C -7.777 0.750 1.886 -0.08
H -4.076 3.135 1.835 0.12
H -2.272 2.594 3.078 0.09
H -2.290 0.619 4.830 0.10
H -4.147 -0.839 4.857 0.11
H -8.585 -2.075 3.447 0.13
H -10.644 -1.931 1.883 0.11
H -10.699 0.071 0.300 0.11
H -9.046 1.876 0.648 0.11
O -3.364 -2.073 0.920 0.13
C -4.384 -1.665 0.418 -0.28
C -5.631 -2.428 0.405 -0.09
C -5.646 -3.608 1.123 0.03
C -6.876 -4.256 1.168 -0.05
C -8.045 -3.803 0.545 -0.04
C -7.925 -2.678 -0.272 -0.01
C -6.753 -1.984 -0.264 -0.12
C -6.753 -0.798 -1.108 -0.29
O -7.763 -0.383 -1.659 0.09
C -5.520 -0.002 -1.027 -0.07
C -5.502 1.209 -1.725 0.01
C -4.354 1.953 -1.802 -0.04
C -3.287 1.566 -1.023 -0.03
C -3.318 0.445 -0.205 0.01
C -4.396 -0.396 -0.289 -0.09
H -4.781 -3.968 1.655 0.13
H -6.966 -5.243 1.610 0.11
H -8.847 -4.488 0.754 0.11
H -8.673 -2.213 -0.892 0.12
H -6.441 1.540 -2.148 0.13
H -4.366 2.806 -2.457 0.11
H -2.335 2.081 -1.074 0.10
H -2.460 0.118 0.367 0.11
O 4.402 1.405 0.947 0.07
C 5.264 0.755 1.567 -0.27
C 4.993 0.023 2.808 -0.09
C 3.717 0.010 3.302 -0.02
C 3.528 -0.515 4.535 -0.05
C 4.542 -1.173 5.256 -0.04
C 5.818 -1.035 4.794 -0.01
C 6.093 -0.465 3.540 -0.05
C 7.482 -0.506 2.978 -0.29
O 8.374 -1.079 3.581 0.10
C 7.689 0.066 1.662 -0.08
C 9.001 0.182 1.216 0.01
C 9.142 0.819 0.012 -0.07
C 8.112 1.500 -0.636 -0.04
C 6.843 1.462 -0.105 0.00
C 6.617 0.796 1.081 -0.08
H 2.902 0.469 2.716 0.12
H 2.500 -0.489 4.920 0.09
H 4.295 -1.628 6.230 0.10
H 6.673 -1.412 5.371 0.13
H 9.831 -0.441 1.526 0.13
H 10.116 0.955 -0.421 0.10
H 8.254 2.062 -1.554 0.11
H 5.938 1.880 -0.474 0.11
O -2.493 5.663 1.988 0.10
C -1.566 5.334 1.256 -0.30
C -1.735 5.318 -0.201 -0.08
C -2.734 6.024 -0.878 0.02
C -2.787 5.956 -2.283 -0.05
C -1.940 5.113 -2.981 -0.07
C -0.930 4.437 -2.331 -0.01
C -0.806 4.580 -0.969 -0.11
C 0.436 4.095 -0.329 -0.18
O 1.256 3.356 -1.018 0.00
C 0.696 4.224 1.132 -0.06
C 1.725 3.496 1.773 0.01
C 1.818 3.542 3.158 -0.05
C 0.938 4.372 3.879 -0.02
C -0.142 5.013 3.208 0.00
C -0.334 4.895 1.855 -0.11
H -3.419 6.619 -0.292 0.12
H -3.380 6.651 -2.897 0.12
H -1.982 5.098 -4.083 0.12
H -0.134 3.855 -2.735 0.11
H 2.345 2.851 1.151 0.10
H 2.524 2.902 3.639 0.09
H 0.982 4.355 4.954 0.10
H -0.786 5.598 3.773 0.10
O 0.127 0.852 1.285 0.09
C -0.019 -0.344 1.129 -0.27
C 0.064 -0.924 -0.271 -0.10
C 0.475 -0.070 -1.295 0.03
C 0.384 -0.573 -2.633 -0.02
C -0.121 -1.859 -2.831 -0.07
C -0.511 -2.695 -1.807 0.00
C -0.362 -2.200 -0.512 -0.10
C -0.732 -3.112 0.640 -0.29
O -1.142 -4.231 0.487 0.11
C -0.558 -2.567 2.039 -0.09
C -0.823 -3.405 3.126 0.01
C -0.566 -2.966 4.394 -0.08
C -0.073 -1.718 4.600 -0.09
C 0.025 -0.779 3.581 0.00
C -0.207 -1.276 2.275 -0.09
H 0.902 0.891 -1.082 0.09
H 0.749 0.070 -3.440 0.10
H -0.133 -2.274 -3.841 0.09
H -0.970 -3.692 -2.012 0.14
H -1.192 -4.394 2.920 0.12
H -0.811 -3.635 5.235 0.12
H -0.080 -1.466 5.671 0.11
H 0.383 0.236 3.803 0.12
```

=====

# C11H10BrNPr

A structure of composition C11H10BrNPr (the ωB97M-V functional and the def2-TZVPD basis, the Open Molecules 2025 dataset).

## Properties
- Net charge: -1
- HOMO energy (alpha / beta): -4.902 / -4.964 eV
- Spin multiplicity: 3

Geometry as XYZ:
```
24
Properties=species:S:1:pos:R:3:nbo_charge:R:1
C -0.562 -0.620 -2.071 -0.31
C -1.713 0.193 -1.869 -0.34
C -1.300 1.564 -1.915 -0.36
H -2.737 -0.171 -1.716 0.25
C 0.119 1.590 -2.113 -0.34
C 0.570 0.236 -2.224 -0.31
H 1.584 -0.079 -2.484 0.22
H -0.554 -1.709 -2.175 0.23
H -1.953 2.438 -1.836 0.25
H 0.739 2.477 -2.232 0.23
Pr -0.432 0.645 0.462 0.98
Br -2.923 0.568 1.448 -0.38
C 1.113 -0.662 2.442 -0.35
C 1.995 -0.816 1.326 -0.33
C 1.406 -1.753 0.433 -0.30
H 2.983 -0.369 1.219 0.22
C 0.143 -2.153 0.963 -0.33
C -0.032 -1.487 2.213 -0.34
H -0.889 -1.589 2.868 0.24
H 1.304 -0.060 3.328 0.24
H 1.869 -2.153 -0.464 0.22
H -0.528 -2.903 0.537 0.23
N -0.014 3.922 2.198 -0.49
C -0.187 2.890 1.660 -0.13
```

=====

# C11H10BrNS2

An isolated molecule of C11H10BrNS2 (the ωB97M-V functional and the def2-TZVPD basis, the Open Molecules 2025 dataset).

## Properties
- HOMO energy: -8.137 eV
- SMILES string: Cc1nc(CSc2ccc(Br)cc2)cs1

Geometry as XYZ:
```
25
Properties=species:S:1:pos:R:3:nbo_charge:R:1
C 4.904 -1.409 -1.218 -0.66
C 3.954 -0.628 -0.396 0.10
N 2.700 -0.868 -0.290 -0.44
C 2.063 0.005 0.536 0.10
C 0.599 -0.130 0.747 -0.54
S -0.267 1.101 -0.314 0.27
C -1.972 0.692 -0.129 -0.19
C -2.864 1.411 -0.925 -0.21
C -4.219 1.171 -0.854 -0.23
C -4.689 0.202 0.020 -0.08
Br -6.560 -0.142 0.124 0.05
C -3.819 -0.518 0.818 -0.24
C -2.459 -0.272 0.746 -0.19
C 2.869 0.957 1.083 -0.43
S 4.490 0.755 0.551 0.38
H 5.378 -0.768 -1.961 0.23
H 4.368 -2.208 -1.721 0.24
H 5.687 -1.835 -0.592 0.23
H 0.328 0.075 1.782 0.23
H 0.280 -1.123 0.434 0.24
H -2.479 2.159 -1.600 0.22
H -4.907 1.728 -1.471 0.23
H -4.196 -1.267 1.496 0.23
H -1.797 -0.839 1.380 0.21
H 2.606 1.751 1.752 0.24
```